No. 1
DFT (ωB97M-V/def2-TZVPD) results for a cluster of 11 separate species, C56H88N4O18S5 in total in a non-equilibrium geometry.

Last column: Löwdin charge in e.
Atoms and positions in Å:
C  -0.593487  -4.211691  5.677458  -0.074
C  -0.544747  -3.711161  4.421718  -0.082
C  0.068443  -4.376191  3.389958  -0.020
C  0.877153  -5.471521  3.611348  -0.115
C  0.914713  -5.963601  4.963078  -0.001
C  0.140933  -5.384161  5.948248  -0.075
N  1.707963  -6.130991  2.596088  -0.388
O  2.859443  -6.170481  2.854178  0.109
O  1.204223  -6.504541  1.564748  0.100
H  -1.292147  -3.894781  6.437628  0.105
H  -1.080747  -2.797491  4.211238  0.100
H  0.094303  -3.850831  2.446698  0.086
H  1.421153  -6.836331  5.348128  0.114
H  0.147903  -5.748531  6.964908  0.104
C  -4.289027  0.418959  -2.771802  -0.088
C  -5.403177  0.065219  -3.479292  -0.040
C  -6.206557  1.148719  -3.896032  -0.020
C  -5.913537  2.467209  -3.799482  -0.145
C  -4.730597  2.772339  -3.039862  0.033
C  -3.989487  1.721699  -2.434252  -0.049
N  -6.872527  3.497319  -4.175822  -0.341
O  -6.822077  4.614579  -3.656512  0.062
O  -7.783617  3.271339  -4.951902  0.079
H  -3.688507  -0.376951  -2.356702  0.102
H  -5.850547  -0.903271  -3.647512  0.107
H  -7.092157  0.800179  -4.406562  0.119
H  -4.518917  3.823149  -2.907972  0.108
H  -3.295577  1.864609  -1.619112  0.092
C  3.064933  -3.065131  1.645768  -0.093
C  4.303983  -3.296541  2.247508  -0.041
C  5.407133  -3.784061  1.446708  0.016
C  5.341223  -3.704731  0.059068  -0.145
C  4.095463  -3.364741  -0.520302  0.020
C  2.962433  -3.087541  0.257018  -0.053
N  6.479663  -4.083091  -0.764572  -0.391
O  6.371603  -3.933991  -1.942592  0.097
O  7.443573  -4.315131  -0.141752  0.110
H  2.161413  -2.868151  2.203678  0.085
H  4.241623  -3.352571  3.324248  0.104
H  6.285693  -4.228141  1.890928  0.114
H  4.116503  -3.169971  -1.582392  0.071
H  1.951603  -3.093901  -0.123222  0.098
C  2.041723  -0.772251  -3.445712  -0.087
C  2.934763  -1.869181  -3.492812  -0.041
C  4.342213  -1.570251  -3.532192  -0.019
C  4.828293  -0.297781  -3.327172  -0.116
C  3.893613  0.753059  -3.240122  0.012
C  2.519843  0.516429  -3.343462  -0.086
N  6.306143  0.026309  -3.259212  -0.333
O  7.083703  -0.913951  -3.205032  0.080
O  6.574523  1.182089  -2.999082  0.070
H  0.967943  -0.881991  -3.409062  0.085
H  2.618113  -2.900051  -3.434242  0.103
H  4.948113  -2.455991  -3.653612  0.105
H  4.261353  1.744639  -3.021172  0.116
H  1.813933  1.317319  -3.180192  0.091
C  4.274623  1.939699  0.792848  -0.094
C  4.139443  0.787439  1.808408  -0.253
C  5.487433  0.628099  2.346158  -0.275
C  6.502813  0.034099  1.377498  -0.201
C  7.963633  0.054249  1.949918  -0.262
C  8.880233  -0.789361  1.101418  -0.118
H  5.081723  2.671459  0.827678  0.085
H  3.382123  2.463939  0.451208  0.054
H  4.503973  1.393829  -0.122322  0.053
H  3.373783  1.098489  2.519118  0.088
H  3.851243  -0.139551  1.312708  0.099
H  5.446373  0.005759  3.240088  0.109
H  5.963393  1.485539  2.821928  0.113
H  6.288013  -1.017461  1.187298  0.093
H  6.567093  0.544149  0.416338  0.107
H  8.224673  1.112089  1.919398  0.108
H  7.993833  -0.419911  2.930918  0.108
H  8.908133  -0.588881  0.030368  0.078
H  9.815253  -0.621211  1.635808  0.072
H  8.582283  -1.836131  1.161318  0.063
C  -8.779947  -0.042181  3.424428  -0.095
C  -7.910797  -0.975851  2.549988  -0.259
C  -6.803017  -1.807041  3.216858  -0.234
C  -5.785507  -0.994001  3.927658  -0.296
C  -4.561737  -1.740471  4.329218  -0.259
C  -3.466657  -0.816491  4.859358  -0.104
H  -9.504327  0.615179  2.943528  0.067
H  -8.274557  0.530619  4.201978  0.064
H  -9.390587  -0.815161  3.891038  0.066
H  -8.438097  -1.776821  2.031818  0.100
H  -7.449067  -0.341801  1.793098  0.094
H  -6.264957  -2.464051  2.533538  0.114
H  -7.277427  -2.456641  3.952418  0.117
H  -5.606687  -0.066311  3.384058  0.117
H  -6.165957  -0.451161  4.792918  0.111
H  -4.892497  -2.445171  5.092178  0.117
H  -4.186727  -2.215201  3.422518  0.106
H  -3.854957  0.133769  5.225858  0.073
H  -2.890457  -1.309221  5.642488  0.060
H  -2.632937  -0.608681  4.188668  0.049
C  -1.938167  1.883139  -7.396002  -0.213
C  -0.624377  1.150229  -7.428012  -0.201
C  0.324353  1.715299  -6.251262  -0.170
S  -0.825687  2.356759  -4.951402  0.712
O  -0.540017  3.781349  -4.808852  -0.340
O  -0.694877  1.439689  -3.807312  -0.363
C  -2.357317  2.110679  -5.928332  -0.199
H  -2.628477  1.276359  -7.982002  0.122
H  -1.771987  2.824269  -7.920172  0.117
H  -0.043717  1.339369  -8.330872  0.107
H  -0.610537  0.064059  -7.337722  0.103
H  0.857473  2.569809  -6.668022  0.094
H  1.076103  1.030439  -5.858912  0.081
H  -3.146597  2.847839  -5.780982  0.103
H  -2.707857  1.132509  -5.599072  0.067
C  0.752663  3.236109  6.754148  -0.238
C  2.115073  3.659339  6.313688  -0.237
C  2.207423  3.246479  4.859378  -0.189
S  0.482553  3.104739  4.201478  0.699
O  0.068203  1.739349  4.080748  -0.333
O  0.336793  4.074869  3.095858  -0.351
C  -0.348847  3.711029  5.713068  -0.164
H  0.449683  3.428389  7.783388  0.118
H  0.892553  2.158089  6.674108  0.109
H  2.884583  3.205039  6.937838  0.123
H  2.207993  4.728429  6.504768  0.118
H  2.914873  2.500379  4.497498  0.102
H  2.454193  4.119919  4.255808  0.091
H  -1.362347  3.310529  5.690068  0.105
H  -0.222317  4.793469  5.692758  0.099
C  -1.410917  1.315629  1.001638  -0.263
C  -0.341387  1.533819  -0.084172  -0.191
C  0.556293  0.239259  -0.108492  -0.123
S  -0.663067  -1.172271  0.261858  0.752
O  -0.158977  -1.894971  1.381368  -0.353
O  -1.283817  -1.986871  -0.818532  -0.358
C  -2.040317  0.007499  0.890088  -0.175
H  -2.161667  2.088489  0.836848  0.103
H  -1.031237  1.518569  2.003008  0.088
H  0.318593  2.399969  -0.036192  0.091
H  -0.878407  1.778169  -1.000692  0.086
H  1.227483  0.453249  0.723258  0.095
H  1.136003  0.118489  -1.023622  0.074
H  -2.516787  -0.284341  1.825988  0.099
H  -2.637507  -0.005641  -0.021662  0.078
C  -1.566397  4.909559  -0.371172  -0.183
C  -0.675267  5.982419  0.311638  -0.222
C  0.755793  5.592059  0.175698  -0.254
S  0.936033  5.164049  -1.557512  0.659
O  1.608163  3.896229  -1.608152  -0.340
O  1.505443  6.259609  -2.247772  -0.289
C  -0.898037  4.845989  -1.736272  -0.204
H  -2.612577  5.214479  -0.346082  0.116
H  -1.629747  3.923739  0.089528  0.079
H  -0.993997  6.013529  1.353528  0.113
H  -0.757477  6.917249  -0.242832  0.123
H  1.011753  4.722679  0.781308  0.076
H  1.492213  6.324959  0.505318  0.114
H  -0.900227  3.862429  -2.206072  0.057
H  -1.211807  5.602159  -2.455882  0.106
C  -2.885087  -3.864651  -3.168352  -0.218
C  -1.317637  -4.107921  -3.540562  -0.169
C  -0.975867  -2.905711  -4.450692  -0.213
S  -2.465617  -2.681911  -5.540202  0.712
O  -2.401437  -3.423151  -6.780272  -0.332
O  -2.812277  -1.268341  -5.537362  -0.361
C  -3.732057  -3.558301  -4.412712  -0.174
H  -2.831627  -3.100501  -2.392902  0.074
H  -3.164227  -4.758761  -2.610902  0.108
H  -1.132167  -4.966231  -4.186322  0.107
H  -0.880877  -4.168981  -2.543762  0.102
H  -0.051097  -2.742271  -5.004042  0.101
H  -1.127517  -1.999021  -3.865022  0.070
H  -3.776247  -4.576731  -4.798642  0.089
H  -4.748807  -3.178791  -4.311252  0.091

Force components x, y, z for each atom (eV/Å):
0.1 -1.9 1.1
-1.2 0.8 -0.2
1.7 0.3 -1.5
-0.9 -0.7 3.0
-0.2 -0.1 -0.5
-0.2 1.3 -0.4
-2.0 1.1 -0.2
2.7 -0.5 0.6
-0.6 -0.2 -0.4
0.2 0.7 0.1
-0.1 0.1 -0.3
-0.2 -0.3 -0.3
0.6 -0.2 -0.9
0.0 -0.4 -0.1
0.4 -1.7 0.8
-1.1 2.4 -0.3
-1.3 -2.4 -1.6
2.5 0.0 1.9
-0.8 -0.4 0.1
-1.2 1.5 -1.1
-1.6 2.2 -0.1
1.4 -1.0 0.3
0.6 -1.5 -0.2
0.3 -0.1 0.2
0.7 -0.2 0.1
-0.4 0.6 -0.1
0.2 0.0 0.4
0.5 0.5 -0.4
1.0 0.2 -0.6
0.1 -1.4 -1.3
-1.0 0.9 0.9
-3.2 0.1 1.2
0.7 0.7 0.0
0.7 -0.9 0.2
-2.7 2.2 0.8
0.1 -0.5 -2.0
3.6 -1.5 1.1
0.1 0.1 0.3
0.8 0.0 0.1
0.1 0.3 0.2
-0.4 -0.5 -0.1
0.1 0.5 -0.6
0.5 -1.4 0.1
1.0 2.4 -0.1
-1.4 -1.6 0.3
-1.1 0.8 -1.0
0.4 -0.1 0.2
1.1 0.2 0.5
-0.9 -0.8 1.9
-0.4 0.6 -0.7
0.2 -0.1 -0.7
-0.1 -0.3 -0.1
-0.1 0.0 -0.3
0.6 0.3 0.1
0.0 0.1 -0.2
0.0 0.3 -0.2
-0.7 -0.9 -2.5
-0.7 2.4 -0.8
2.0 -1.2 1.9
1.2 -0.5 0.7
-2.2 -0.1 -1.3
0.3 0.0 0.4
0.0 -0.1 0.9
-0.4 0.1 0.6
0.3 0.2 -0.5
0.1 -0.5 0.5
-0.3 0.1 0.0
0.1 -0.8 0.0
-0.4 0.9 -0.5
-0.4 -0.1 -0.2
-0.3 0.1 0.0
0.5 -0.1 0.6
-0.1 0.6 0.4
0.2 0.5 0.1
0.7 -0.6 -0.8
0.1 -0.1 0.3
-0.5 -2.0 0.5
1.1 0.5 -1.0
-0.8 0.4 0.9
-0.2 2.1 0.5
0.6 0.6 -0.4
0.8 -0.4 0.5
0.4 -0.1 -0.6
0.3 -0.2 -0.2
-0.4 0.4 0.9
-0.9 0.6 -0.2
0.2 -0.2 -0.4
-0.4 0.1 -0.5
-0.1 -0.4 0.1
0.8 -0.1 -1.0
-0.6 -0.6 0.7
0.4 -0.4 -0.2
0.1 -0.7 0.2
0.0 0.0 0.1
-0.3 0.1 0.5
-0.4 0.2 -0.7
0.4 0.3 0.0
2.9 -0.2 1.4
-1.4 0.2 -1.1
1.8 -0.4 -1.0
-0.7 -0.9 0.4
-0.8 1.1 -0.7
0.0 -1.3 -0.3
-0.5 0.3 0.3
-0.3 0.2 0.1
-0.3 0.1 -0.2
-0.8 0.0 0.2
-0.1 0.2 0.4
-0.4 -0.1 0.2
0.5 0.2 0.2
-0.2 0.0 0.4
-1.9 -1.7 0.2
0.3 0.8 0.6
-0.2 1.7 -1.7
0.0 1.9 0.2
-0.1 -0.8 -0.7
0.1 -1.6 1.2
2.9 -0.1 -0.1
0.2 0.4 -0.1
-1.0 -0.4 0.2
-0.1 -0.2 -0.1
0.3 0.2 -0.6
-0.5 -0.5 0.5
0.4 0.1 0.1
0.2 0.1 0.4
-0.8 0.1 -0.1
1.0 2.7 0.5
0.0 -1.0 -0.6
-1.4 1.1 -0.6
-2.3 1.1 -0.3
1.0 -1.0 1.0
1.7 1.8 0.9
1.0 -1.6 -1.7
-0.2 0.1 0.2
0.2 -0.2 0.0
0.0 0.0 0.8
0.1 -0.8 -0.6
0.0 -1.1 0.3
-0.3 -0.3 0.0
0.0 -0.6 -0.4
-0.7 -0.2 0.4
0.8 0.8 -0.5
-0.9 -0.7 1.0
1.0 -0.6 0.7
-0.9 -1.3 2.7
0.3 -0.9 -0.5
-0.1 1.3 -1.3
0.5 -0.4 -1.4
0.0 0.4 -0.6
0.8 0.1 0.3
0.3 0.7 0.0
-0.7 0.3 0.4
-0.3 -0.3 -0.2
-0.2 0.4 -0.5
-0.2 0.1 -0.2
-0.3 -0.1 0.1
1.7 -0.1 0.6
-1.8 0.9 -1.1
-1.4 1.0 0.9
-1.6 -0.4 0.9
0.4 0.4 0.4
0.5 -0.4 -0.3
2.4 -1.4 0.1
-0.2 0.4 -0.3
-0.5 -0.1 -0.3
-0.2 -0.6 0.6
0.7 0.2 -0.5
-0.1 -0.8 -0.2
0.2 0.2 0.2
-0.4 0.2 -0.9
0.5 0.6 -0.1

Output
HOMO-LUMO gap: 8.8 eV
LUMO: -0.7 eV
charge: 0
spin multiplicity: 1
max |F|: 4.0 eV Å⁻¹
E: -156472.448 eV
structure (SMILES): O=[N+]([O-])c1ccccc1.O=[N+]([O-])c1ccccc1.O=[N+]([O-])c1ccccc1.O=[N+]([O-])c1ccccc1.O=S1(=O)CCCC1.O=S1(=O)CCCC1.O=S1(=O)CCCC1.O=S1(=O)CCCC1.O=S1(=O)CCCC1.CCCCCC.CCCCCC

=====

No. 2
DFT (ωB97M-V/def2-TZVPD) results for a cluster of 8 separate species, C17H54N6O8 in total in a non-equilibrium geometry.

Last column: Löwdin charge in e.
Atoms and positions in Å:
C  -0.286740  -3.922954  2.752597  -0.630
O  0.358294  -2.969509  2.319538  0.006
N  0.193201  -4.787955  3.717123  0.152
N  -1.574956  -4.165738  2.371444  0.160
H  1.086387  -4.528827  4.096924  0.103
H  -0.281381  -5.618538  3.993365  0.087
H  -1.983345  -3.598245  1.631148  0.055
H  -2.105875  -4.840030  2.882895  0.092
C  4.173041  -1.685022  -1.162318  -0.060
C  3.901275  -2.874621  -0.249482  -0.434
C  5.209150  -3.625588  0.015684  -0.205
O  5.710860  -4.036161  -1.251536  -0.187
C  6.903313  -4.755154  -1.115197  -0.137
N  3.325558  -2.329352  0.983936  0.044
H  4.646430  -1.941992  -2.108600  0.073
H  4.742385  -0.949666  -0.591484  0.088
H  3.258844  -1.170396  -1.482950  0.068
H  3.156846  -3.560333  -0.674866  0.136
H  5.019723  -4.502789  0.641052  0.121
H  5.908170  -2.949045  0.515252  0.129
H  7.010572  -5.474292  -1.934276  0.083
H  6.973129  -5.378556  -0.217158  0.082
H  7.801047  -4.129211  -1.168462  0.086
H  2.896927  -3.004261  1.605203  0.053
H  2.572537  -1.717085  0.686061  0.043
C  -4.418912  3.100956  1.648143  -0.055
C  -3.031901  3.592412  2.071008  -0.425
C  -2.115667  3.843318  0.871631  -0.204
O  -0.825740  4.290770  1.286753  -0.195
C  0.002452  3.245768  1.781825  -0.104
N  -3.245400  4.835062  2.840643  0.030
H  -4.689827  3.658112  0.747971  0.081
H  -5.140610  3.291879  2.438835  0.082
H  -4.449403  2.032007  1.427496  0.055
H  -2.493164  2.919589  2.737865  0.124
H  -2.415038  4.699737  0.264746  0.131
H  -2.081596  2.914445  0.284359  0.112
H  -0.342341  2.762218  2.704928  0.086
H  0.994548  3.646894  1.960537  0.092
H  -0.040645  2.435494  1.045657  0.060
H  -2.383324  5.380301  2.810822  0.067
H  -3.900785  5.461916  2.378165  0.068
C  -3.639241  -1.130618  2.393691  -0.041
C  -4.116960  -1.851919  1.117658  -0.390
C  -4.930148  -0.915697  0.197798  -0.218
O  -5.964479  -0.264505  0.903097  -0.203
C  -6.723650  0.584956  0.074728  -0.113
N  -2.900819  -2.251841  0.368378  0.027
H  -2.806757  -0.460939  2.170051  0.076
H  -3.193621  -1.885626  3.043782  0.066
H  -4.475230  -0.613207  2.858684  0.077
H  -4.729729  -2.716079  1.370769  0.136
H  -5.392377  -1.583183  -0.541251  0.128
H  -4.271746  -0.146134  -0.218915  0.120
H  -7.472703  1.124630  0.650241  0.092
H  -7.141770  -0.008294  -0.740191  0.089
H  -6.103169  1.403886  -0.315230  0.077
H  -2.283783  -1.441239  0.334036  0.040
H  -3.176001  -2.280646  -0.618700  0.079
C  2.665051  1.120356  -5.337859  -0.070
C  2.026276  2.407928  -4.851556  -0.461
C  2.297339  2.709382  -3.385654  -0.229
O  1.708015  1.703177  -2.610859  -0.186
C  1.609030  1.996792  -1.237097  -0.106
N  2.295982  3.471808  -5.813672  0.037
H  2.405267  0.827161  -6.353084  0.073
H  2.425108  0.246757  -4.724514  0.072
H  3.757924  1.204336  -5.277640  0.080
H  0.943074  2.218373  -4.859568  0.137
H  1.832843  3.679195  -3.147771  0.124
H  3.374494  2.843745  -3.198733  0.133
H  0.942841  2.825382  -0.991553  0.085
H  2.592335  2.190171  -0.791385  0.098
H  1.324300  1.079878  -0.728105  0.059
H  3.240348  3.818193  -5.648738  0.074
H  1.665690  4.250953  -5.647551  0.068
O  0.476160  -0.394391  1.161339  -0.081
H  0.185175  -1.226862  1.579532  0.008
H  0.003704  -0.349155  0.313176  -0.008
O  2.748358  1.249480  2.106281  -0.073
H  1.890865  0.831748  1.925787  -0.013
H  2.763358  1.373178  3.060616  0.033
O  -1.229879  0.176221  -1.001714  -0.051
H  -0.920504  -0.320240  -1.773616  0.079
H  -1.739012  0.907329  -1.371970  0.061

Force components x, y, z for each atom (eV/Å):
-0.8 0.1 0.3
0.1 -0.5 0.2
0.4 1.2 -0.7
0.7 0.0 0.0
0.0 -0.3 0.1
0.0 -0.2 0.1
-0.1 -0.1 0.0
-0.3 -0.1 -0.1
-0.5 0.2 -0.4
-0.3 0.0 0.3
-0.8 0.4 -0.5
0.1 -0.3 0.6
0.8 -0.7 -0.6
0.3 0.4 0.0
0.4 -0.2 0.3
0.2 0.0 -0.2
-0.2 -0.1 0.4
0.4 -0.1 -0.5
0.1 0.0 0.1
0.1 0.0 0.1
-0.3 0.2 -0.2
-0.3 0.3 0.2
-0.1 0.3 0.2
0.0 -0.2 -0.2
0.0 0.2 0.4
0.6 -0.3 -0.1
-0.5 1.2 0.0
0.4 0.3 0.5
-0.1 -0.5 0.3
-0.5 -0.5 -0.2
0.5 0.5 0.0
-0.3 0.0 0.0
0.0 0.1 0.0
0.1 0.0 -0.1
-0.3 -0.3 0.0
-0.7 -0.3 -0.1
0.4 0.1 -0.2
-0.2 0.4 0.2
0.1 -0.1 -0.3
0.6 0.0 0.0
0.1 -0.3 0.3
-0.2 -0.4 -0.1
-0.1 -0.9 -0.4
0.7 1.6 0.0
-0.5 -0.4 0.9
-0.1 0.0 0.6
0.5 0.3 -0.1
-0.5 0.0 -0.6
-0.2 0.4 -0.2
-0.3 0.1 0.3
0.2 0.0 0.2
0.1 -0.1 0.0
0.2 0.4 -0.6
0.1 -0.2 -0.4
-0.3 -0.6 0.2
-0.3 0.3 -0.1
0.2 -0.3 -0.3
0.1 0.0 0.4
0.1 -0.7 0.2
0.9 -0.7 0.4
-1.2 -0.9 -0.4
0.1 0.8 -0.2
-0.1 -0.2 0.0
1.0 -0.5 0.5
0.3 0.3 0.6
-0.1 0.5 -0.1
-0.2 0.3 0.2
0.0 0.1 -0.2
0.0 0.2 -0.2
0.0 0.0 0.0
0.0 -0.3 0.2
-0.2 0.0 -0.2
0.1 0.4 -0.2
-0.5 0.1 -0.1
-0.1 0.0 -0.2
0.1 0.0 0.0
-0.3 -0.2 -0.1
0.3 0.0 0.0
0.1 0.2 0.5
-0.2 0.2 0.1
0.1 -0.2 -0.1
0.1 0.0 -0.1
-0.2 -0.3 -0.5
0.0 0.2 0.1
0.1 0.0 0.1

Output
HOMO-LUMO gap: 8.5 eV
LUMO: 0.1 eV
charge: 0
energy above the lowest of the compared OMol25 structures with the same formula, charge and spin: 0.0000 eV
spin multiplicity: 1
max |F|: 1.8 eV Å⁻¹
E: -43824.619 eV
structure (SMILES): COC[C@H](C)N.COC[C@H](C)N.COC[C@H](C)N.COC[C@H](C)N.NC(N)=O.O.O.O